# 1
99
Properties=species:S:1:pos:R:3 method="wB97M-V/def2-TZVPD" e_lumo_ev=-0.8 orbital_gap_ev=9.9 homo_energy_ha=-0.394 multiplicity=1 total_energy_ha=-6999.30052 de_lowest_kj_mol=786.2
C -3.31 -26.67 10.31
C -4.16 -28.02 10.33
O -4.50 -28.29 11.66
S -3.32 -27.65 12.77
O -2.32 -28.66 13.16
O -3.92 -26.88 13.82
O -2.79 -26.50 11.67
H -3.89 -25.82 9.98
H -2.50 -26.59 9.59
H -3.53 -28.90 10.17
H -5.06 -28.09 9.73
C 0.77 -20.22 12.36
C -0.28 -19.30 12.81
O -0.29 -19.34 14.17
S 0.09 -20.86 14.76
O -1.03 -21.65 15.22
O 1.21 -20.68 15.65
O 0.62 -21.30 13.22
H 1.78 -19.84 12.52
H 0.67 -20.58 11.34
H -1.26 -19.66 12.48
H -0.28 -18.27 12.46
C 1.10 -24.97 8.77
C -0.12 -24.00 8.89
O 0.26 -23.19 9.95
S 1.89 -23.24 10.53
O 1.88 -23.58 11.99
O 2.89 -22.28 9.97
O 2.06 -24.68 9.68
H 1.50 -25.04 7.76
H 0.86 -26.03 8.87
H -1.10 -24.41 9.12
H -0.01 -23.35 8.02
C -2.68 -23.17 12.92
C -2.44 -23.35 11.42
O -3.67 -23.67 10.84
S -4.94 -23.68 11.93
O -5.83 -24.77 11.45
O -5.38 -22.34 12.04
O -3.86 -23.97 13.08
H -2.89 -22.12 13.12
H -1.95 -23.58 13.61
H -1.65 -24.10 11.29
H -2.16 -22.37 11.05
C -5.15 -19.84 9.06
C -6.31 -20.05 9.96
O -7.13 -18.95 9.69
S -7.04 -18.47 8.09
O -6.98 -17.05 7.94
O -8.03 -19.24 7.31
O -5.54 -19.06 7.89
H -4.61 -20.73 8.74
H -4.30 -19.46 9.63
H -6.09 -20.17 11.02
H -6.74 -21.02 9.72
C -4.30 -23.40 16.08
C -5.53 -24.18 15.62
O -6.44 -24.15 16.73
S -5.65 -24.16 18.14
O -5.48 -25.50 18.70
O -6.06 -23.04 18.91
O -4.23 -23.79 17.37
H -4.39 -22.32 16.02
H -3.38 -23.71 15.57
H -5.22 -25.07 15.07
H -6.06 -23.67 14.81
C 2.38 -26.74 16.71
C 3.10 -25.39 16.62
O 2.49 -24.83 15.44
S 0.86 -24.93 15.61
O 0.09 -24.84 14.36
O 0.53 -24.00 16.67
O 1.07 -26.57 16.11
H 2.30 -27.23 17.68
H 2.94 -27.51 16.18
H 4.18 -25.47 16.64
H 2.97 -24.86 17.57
C -8.62 -23.10 13.72
C -9.61 -22.24 12.96
O -10.70 -23.04 12.47
S -10.97 -24.16 13.61
O -11.13 -25.42 12.87
O -12.04 -23.75 14.52
O -9.48 -24.18 14.31
H -8.01 -22.54 14.42
H -7.94 -23.72 13.13
H -9.10 -21.78 12.11
H -10.03 -21.49 13.62
C -10.25 -26.25 9.33
C -9.01 -26.58 10.25
O -9.50 -27.32 11.36
S -11.01 -27.96 11.13
O -11.88 -27.98 12.31
O -10.84 -29.17 10.33
O -11.32 -26.57 10.22
H -10.41 -27.00 8.55
H -10.24 -25.18 9.11
H -8.38 -25.77 10.62
H -8.31 -27.27 9.78



# 2
64
Properties=species:S:1:pos:R:3 method="wB97M-V/def2-TZVPD" e_lumo_ev=0.4 orbital_gap_ev=9.0 homo_energy_ha=-0.318 smiles="C#C[C@@H]1CCS(=O)(=O)OC1.COCCOCCOC.COCCOCCOC" multiplicity=1 total_energy_ha=-1782.57026
C -5.70 3.83 3.09
C -5.88 4.14 1.95
C -6.17 4.58 0.59
C -6.62 3.43 -0.31
C -5.47 2.56 -0.90
S -3.79 3.17 -0.76
O -3.02 2.20 -0.05
O -3.33 3.46 -2.08
O -3.76 4.50 0.10
C -4.94 5.32 0.05
H -5.55 3.82 4.15
H -6.98 5.32 0.63
H -7.30 2.79 0.25
H -7.19 3.83 -1.15
H -5.51 1.58 -0.43
H -5.62 2.41 -1.97
H -4.75 6.15 0.72
H -5.11 5.73 -0.94
C -0.57 0.70 0.91
O -1.18 -0.58 0.91
C -1.96 -0.82 -0.25
C -2.02 -2.30 -0.56
O -0.84 -2.81 -1.16
C 0.30 -2.98 -0.33
C 0.21 -4.14 0.63
O -0.62 -3.83 1.74
C -1.23 -4.97 2.30
H -1.31 1.50 0.95
H 0.07 0.75 1.79
H 0.06 0.83 0.02
H -1.55 -0.29 -1.12
H -2.98 -0.45 -0.07
H -2.80 -2.45 -1.31
H -2.30 -2.88 0.32
H 0.55 -2.05 0.20
H 1.13 -3.18 -1.01
H 1.21 -4.38 1.01
H -0.18 -5.02 0.10
H -1.83 -5.50 1.55
H -1.88 -4.63 3.10
H -0.48 -5.66 2.72
C 7.83 -1.91 0.03
O 6.78 -1.37 -0.74
C 5.92 -2.37 -1.27
C 4.53 -1.83 -1.49
O 3.75 -1.70 -0.31
C 4.08 -0.64 0.58
C 3.69 0.73 0.07
O 4.61 1.20 -0.90
C 4.02 2.10 -1.82
H 8.50 -2.52 -0.58
H 8.39 -1.07 0.45
H 7.44 -2.51 0.86
H 5.86 -3.23 -0.58
H 6.33 -2.71 -2.23
H 3.99 -2.56 -2.10
H 4.55 -0.90 -2.06
H 5.13 -0.67 0.86
H 3.49 -0.83 1.48
H 3.70 1.44 0.91
H 2.68 0.69 -0.35
H 3.17 1.63 -2.33
H 4.78 2.36 -2.56
H 3.69 3.01 -1.31